This record from OMol25 describes a molecular structure, C5H24BNaO5 at a distorted geometry. The level of theory is ωB97M-V/def2-TZVPD.

DFT total energy	-20897.41483	eV
orbital gap	5.915	eV
HOMO energy	-6.8	eV
ΔE to the lowest compared entry with this formula, charge and spin	481.5	kJ/mol

Element x y z (Å)
Na (14.92, -28.16, 7.52)
B (15.07, -25.76, 4.27)
H (14.15, -26.32, 4.20)
H (14.82, -24.73, 4.06)
H (15.63, -25.87, 5.18)
H (15.54, -26.18, 3.39)
C (19.93, -27.10, 9.30)
O (18.72, -26.64, 8.64)
H (20.87, -26.90, 8.80)
H (20.10, -26.61, 10.26)
H (20.08, -28.16, 9.50)
H (18.66, -25.68, 8.63)
C (16.52, -30.07, 3.98)
O (15.27, -30.47, 4.63)
H (16.43, -29.88, 2.91)
H (17.11, -29.35, 4.53)
H (17.21, -30.91, 3.86)
H (15.25, -31.43, 4.68)
C (15.22, -30.95, 11.13)
O (16.03, -30.11, 10.36)
H (15.55, -30.99, 12.17)
H (14.20, -30.60, 11.30)
H (15.12, -31.87, 10.56)
H (16.59, -30.71, 9.85)
C (13.24, -23.97, 7.92)
O (13.60, -25.01, 8.76)
H (12.57, -24.29, 7.13)
H (12.74, -23.17, 8.46)
H (13.98, -23.41, 7.34)
H (12.76, -25.19, 9.19)
C (10.46, -29.64, 6.76)
O (11.36, -28.94, 7.62)
H (9.49, -29.18, 6.61)
H (10.92, -29.92, 5.81)
H (10.16, -30.60, 7.18)
H (10.81, -28.43, 8.23)